Record 1
{
  "formula": "C28H25BrN4O4S2Yb",
  "method": "ωB97M-V/def2-TZVPD",
  "species": ["Yb", "C", "N", "C", "C", "N", "C", "C", "C", "C", "C", "C", "C", "S", "C", "C", "C", "C", "C", "C", "S", "H", "H", "H", "H", "H", "H", "H", "H", "H", "H", "H", "H", "H", "H", "H", "H", "H", "H", "O", "C", "O", "C", "C", "C", "N", "C", "C", "C", "O", "O", "H", "H", "H", "Br", "C", "C", "C", "C", "C", "N", "H", "H", "H", "H"],
  "coordinates": [[-0.468820, -0.892549, 0.532706], [-0.184896, 2.668864, 0.050516], [0.812079, 1.754488, -0.560900], [1.976492, 1.718366, 0.318957], [3.011836, 0.669533, -0.001674], [2.760336, -0.582672, 0.789966], [3.140737, -1.747892, 0.012227], [3.093325, -0.604733, 2.191690], [4.340992, -1.075298, 2.619710], [4.690862, -1.101945, 3.978514], [3.740999, -0.840038, 4.935205], [2.504741, -0.305107, 4.573581], [2.167051, -0.156303, 3.206840], [0.632239, 0.391409, 2.912223], [0.969915, 1.872859, -1.951830], [1.420065, 3.127410, -2.563700], [2.001875, 3.115359, -3.810339], [2.020744, 1.927219, -4.599571], [1.361945, 0.820183, -4.143581], [0.822542, 0.709268, -2.831589], [0.441545, -0.897273, -2.354380], [-1.179988, 2.604090, -0.446076], [0.205742, 3.706868, 0.160747], [-0.285710, 2.317659, 1.055873], [1.589076, 1.518411, 1.328921], [2.414515, 2.712796, 0.400932], [3.973422, 0.966820, 0.259879], [3.012226, 0.443053, -1.099461], [3.118135, -2.658299, 0.585404], [4.139415, -1.544660, -0.396675], [2.352066, -1.780340, -0.789831], [5.087792, -1.274779, 1.839333], [5.722628, -1.236195, 4.312412], [4.053107, -1.053207, 5.968791], [1.895029, 0.195327, 5.272225], [1.407229, 4.024050, -1.954182], [2.468986, 3.958907, -4.255783], [2.378415, 1.934816, -5.648475], [1.288975, -0.078562, -4.751302], [-7.045982, 2.680276, 0.342148], [-5.976725, 3.077078, -0.117958], [-5.767292, 4.264821, -0.481782], [-4.874279, 2.119437, -0.155034], [-4.035406, 2.015851, -1.230998], [-3.041478, 1.030518, -1.282801], [-2.711681, 0.282807, -0.213131], [-3.461918, 0.452949, 0.908752], [-4.568841, 1.363936, 0.921680], [-3.065956, -0.381859, 2.048255], [-3.846545, -0.380261, 2.997866], [-1.967000, -1.072221, 2.041270], [-4.070746, 2.754071, -2.094650], [-2.394623, 0.877091, -2.209712], [-5.152814, 1.396318, 1.830167], [0.206423, -3.660268, 1.615726], [-1.185731, -3.740202, 0.219670], [-1.531704, -5.084785, -0.135040], [-2.465762, -5.229083, -1.103099], [-2.989305, -4.142625, -1.796289], [-2.499291, -2.904513, -1.471361], [-1.652067, -2.716762, -0.472665], [-1.170527, -5.880930, 0.490220], [-2.915077, -6.169896, -1.303329], [-3.814976, -4.224834, -2.512409], [-2.898370, -2.054837, -1.982794]],
  "atomic_forces_ev_per_a": [[0.267, 2.385, -0.335], [0.142, 0.067, -0.529], [-2.051, -0.679, 1.166], [0.407, 0.598, 0.178], [-1.734, -1.377, -0.315], [-1.684, -0.023, 0.074], [-0.547, 0.884, -0.931], [0.150, 0.233, 1.018], [0.288, 0.896, -0.255], [0.460, -0.487, -0.943], [-0.175, 0.363, 0.685], [1.859, -0.273, -1.222], [2.351, -1.473, -0.044], [-3.331, 0.351, -0.970], [0.752, -0.139, -3.111], [-0.060, -2.102, 1.065], [-0.176, -1.302, -0.773], [-0.725, 1.009, -0.157], [-0.334, -0.412, 0.336], [1.765, 2.459, 1.043], [-1.162, -0.929, 1.551], [0.932, 0.322, 0.166], [-0.367, -0.348, -0.464], [-0.371, -0.122, 0.803], [0.224, 0.159, -0.509], [0.385, 0.382, -0.359], [1.902, 0.984, 0.375], [-0.108, -0.084, 0.931], [0.100, -0.277, 0.334], [0.013, -0.676, -0.326], [1.241, -0.397, 0.226], [-0.199, -0.092, 0.426], [-0.299, -0.501, -0.347], [-0.485, 0.606, -0.288], [-0.949, -0.125, 0.861], [0.099, -0.018, -0.020], [0.128, 0.920, -0.002], [0.046, 0.100, 0.901], [0.079, 0.166, -0.026], [-0.869, -1.467, 0.491], [-1.672, 3.212, 0.123], [1.094, -0.673, -0.451], [0.901, 0.237, -0.567], [1.508, 0.199, -2.785], [0.820, 0.382, -0.784], [0.120, 0.009, 0.523], [-0.425, 1.488, -2.349], [1.506, -2.724, 2.056], [-1.706, -0.244, 2.768], [0.565, -0.243, -0.371], [0.529, 0.090, -1.415], [-0.378, -1.141, 1.195], [-0.892, 0.298, 1.340], [-0.081, 0.072, -0.050], [-0.920, 0.841, -0.866], [-0.231, -2.569, -1.433], [0.678, 1.990, 1.676], [-1.219, -0.009, -0.823], [-0.005, 0.032, 0.121], [-1.009, -0.165, -0.377], [1.883, -0.035, 1.837], [0.108, -0.293, -0.154], [0.035, -0.937, -0.127], [0.596, -0.116, 0.224], [0.228, 0.715, -0.015]],
  "lowdin_spin": [0.99, 0.00, 0.00, 0.00, 0.00, 0.00, 0.00, 0.00, 0.00, 0.00, 0.00, 0.00, 0.00, 0.00, 0.00, 0.00, 0.00, 0.00, 0.00, 0.00, 0.00, 0.00, 0.00, 0.00, 0.00, 0.00, 0.00, 0.00, 0.00, 0.00, 0.00, 0.00, 0.00, 0.00, 0.00, 0.00, 0.00, 0.00, 0.00, 0.00, 0.00, 0.00, 0.00, 0.00, 0.00, 0.00, 0.00, 0.00, 0.00, 0.00, 0.00, 0.00, 0.00, 0.00, 0.00, 0.00, 0.00, 0.00, 0.00, 0.00, 0.00, 0.00, 0.00, 0.00, 0.00],
  "energy_ha": -6131.18186,
  "lumo_energy_ev": [1.13, 1.10],
  "e_above_lowest_ev": 1.399,
  "multiplicity": 2,
  "s2": 0.75,
  "charge": -1,
  "homo_lumo_gap_ev": [6.01, 5.99]
}



Record 2
{
  "formula": "C3H9O2P",
  "method": "ωB97M-V/def2-TZVPD",
  "species": ["C", "C", "C", "O", "O", "P", "H", "H", "H", "H", "H", "H", "H", "H", "H"],
  "coordinates": [[-1.354875, 0.515799, 0.289118], [-0.348954, -0.578103, 0.479523], [0.880669, -0.466398, -0.402474], [0.963691, -0.707659, -1.683123], [2.005471, -1.542560, 0.449555], [1.982718, 1.063605, -0.019585], [-2.373008, 0.011474, 0.393049], [-1.178381, 1.034418, -0.828837], [-1.201292, 1.241478, 1.046318], [-0.851951, -1.555041, 0.391693], [0.098405, -0.612000, 1.474475], [0.403037, -1.463589, -2.000146], [2.407862, -1.955032, -0.308931], [1.780387, 1.608838, -1.321694], [0.944796, 1.672970, 0.623758]],
  "atomic_forces_ev_per_a": [[-0.952, 0.031, -3.088], [0.867, -1.411, -0.373], [3.513, -0.255, 4.283], [-1.227, -1.543, -2.552], [-2.554, 1.330, -1.110], [0.223, -1.264, -0.909], [1.095, 1.304, -0.376], [-0.900, -1.304, 3.020], [-0.280, 0.999, 0.442], [0.468, 0.054, -0.355], [-0.264, 0.190, 0.090], [0.531, 0.804, 0.641], [0.473, -0.341, -0.399], [-0.236, 0.341, 0.347], [-0.758, 1.066, 0.338]],
  "mulliken_charge": [-0.95, -0.68, 0.45, -0.46, -0.61, 0.00, 0.30, 0.21, 0.35, 0.40, 0.36, 0.36, 0.26, 0.03, -0.02],
  "energy_ha": -611.43856,
  "lumo_energy_ev": 0.53,
  "e_above_lowest_ev": 2.929,
  "homo_lumo_gap_ev": 9.77,
  "smiles": "CCC(O)(O)P"
}



Record 3
{
  "formula": "C37H25N3O11P2S2W",
  "method": "ωB97M-V/def2-TZVPD",
  "species": ["W", "S", "C", "C", "C", "C", "C", "C", "N", "C", "C", "C", "C", "C", "C", "C", "C", "N", "C", "C", "C", "C", "C", "S", "C", "H", "H", "H", "H", "H", "H", "H", "H", "H", "H", "H", "H", "O", "P", "O", "O", "O", "P", "O", "O", "O", "H", "H", "C", "C", "C", "C", "C", "C", "C", "C", "C", "C", "H", "H", "H", "H", "H", "H", "H", "O", "C", "O", "C", "C", "C", "C", "C", "C", "N", "O", "O", "H", "H", "H", "H"],
  "coordinates": [[-0.957332, -1.266194, 0.587712], [-0.697732, 1.145206, 6.074212], [-1.108132, 1.960306, 7.514712], [-1.958932, 3.004206, 7.298012], [-2.280732, 3.168506, 5.944012], [-1.682532, 2.233706, 5.122812], [-1.773132, 2.094206, 3.695512], [-1.280232, 0.935006, 3.056012], [-1.274332, 0.725306, 1.746112], [-1.770132, 1.720606, 0.950812], [-2.324532, 2.908206, 1.490812], [-2.855632, 3.894206, 0.599012], [-2.839832, 3.715406, -0.740888], [-2.313632, 2.519906, -1.323788], [-2.333432, 2.274406, -2.696288], [-1.865232, 1.054406, -3.196488], [-1.398532, 0.117306, -2.250388], [-1.339132, 0.332306, -0.940688], [-1.787332, 1.523006, -0.462188], [-1.854432, 0.739706, -4.593688], [-1.274332, -0.351794, -5.215188], [-1.452432, -0.351194, -6.600488], [-2.166232, 0.728906, -7.040688], [-2.626432, 1.769306, -5.775988], [-2.338232, 3.074406, 2.874612], [-0.694732, 1.633706, 8.448312], [-2.332532, 3.627306, 8.089912], [-2.940232, 3.942706, 5.597912], [-0.863732, 0.143006, 3.668512], [-3.279532, 4.788206, 1.032412], [-3.244432, 4.462506, -1.406188], [-2.726432, 3.019506, -3.373288], [-1.049032, -0.857994, -2.573388], [-0.733132, -1.123294, -4.699888], [-1.066432, -1.109994, -7.254688], [-2.445732, 0.962906, -8.048988], [-2.785632, 3.965306, 3.289012], [-4.422332, -1.642394, 2.657712], [-3.279932, -1.822894, 1.620612], [-1.883932, -1.871694, 2.275612], [-3.114432, -0.645394, 0.688012], [-3.505032, -3.153794, 0.858812], [-2.194332, -3.635994, -0.305988], [-3.192532, -3.989194, -1.491288], [-0.099232, -2.887194, 0.897312], [-1.838132, -2.192294, -0.774888], [-4.959432, -2.415294, 2.846512], [-3.482332, -4.897594, -1.572388], [4.762768, -3.155294, -0.411188], [3.595268, -3.731194, -0.942288], [2.380568, -3.494494, -0.359088], [2.298368, -2.687894, 0.795612], [1.052668, -2.453294, 1.455612], [0.992768, -1.722494, 2.638312], [2.178668, -1.161094, 3.161512], [3.371568, -1.315794, 2.510612], [3.472268, -2.104494, 1.340212], [4.703168, -2.351494, 0.695512], [5.714368, -3.363794, -0.878188], [3.672168, -4.362594, -1.813288], [1.462068, -3.925894, -0.734588], [0.082968, -1.784394, 3.237812], [2.128268, -0.607894, 4.086112], [4.273468, -0.873394, 2.904412], [5.599168, -1.912194, 1.109912], [0.838868, 0.056706, 0.551312], [1.262368, -0.404094, -0.562288], [0.585568, -1.352294, -1.057788], [2.415168, 0.158106, -1.272688], [3.389968, 0.929606, -0.630888], [4.453368, 1.439406, -1.358488], [4.550168, 1.201306, -2.722388], [3.554568, 0.460006, -3.348588], [2.492968, -0.073394, -2.644288], [3.587068, 0.245106, -4.791788], [4.590068, 0.555306, -5.374188], [2.585268, -0.220394, -5.282088], [3.309268, 1.091406, 0.434012], [5.211168, 2.030706, -0.868788], [5.382968, 1.573306, -3.302388], [1.736468, -0.652594, -3.152988]],
  "atomic_forces_ev_per_a": [[3.049, 6.940, -0.035], [-0.370, 0.496, -0.164], [-0.084, 0.051, -0.157], [0.299, -0.264, 0.347], [0.198, -0.440, -0.667], [0.170, -0.075, 1.205], [-0.229, 0.292, -1.163], [0.278, -0.291, 0.034], [-0.424, 0.444, -0.037], [-0.100, 0.336, 0.030], [0.373, -0.662, -0.297], [-0.051, 0.010, -0.332], [-0.023, 0.116, 0.300], [0.331, -0.609, 0.556], [0.288, -0.752, -0.052], [-0.057, 0.636, 1.141], [0.149, -0.307, -0.094], [-0.677, 0.420, -0.159], [-0.167, 0.331, -0.014], [-0.014, -0.286, -1.223], [-0.311, 0.616, 0.555], [-0.199, 0.233, -0.506], [0.116, -0.125, 0.199], [0.329, -0.512, 0.400], [0.333, -0.658, 0.285], [0.067, -0.089, 0.202], [-0.057, 0.119, 0.110], [-0.146, 0.141, -0.148], [-0.139, -0.007, -0.085], [-0.013, 0.085, -0.014], [-0.046, 0.116, -0.019], [-0.027, 0.112, 0.004], [-0.173, 0.219, -0.014], [0.146, -0.157, 0.139], [0.055, -0.134, -0.152], [-0.044, 0.054, -0.215], [0.056, 0.087, 0.098], [0.526, 0.358, -0.238], [-2.765, -0.708, 0.680], [0.576, -0.220, -0.267], [0.697, -0.293, -0.168], [0.388, 0.071, -0.065], [-2.402, -4.102, -0.015], [0.034, 0.663, -0.298], [0.334, -1.770, -0.048], [0.331, 0.633, -0.529], [-0.306, -0.325, 0.110], [-0.010, -0.484, 0.017], [-0.022, 0.037, -0.001], [-0.011, 0.007, 0.009], [-0.135, 0.006, 0.269], [0.117, -0.092, -0.142], [1.067, 0.344, 0.888], [-0.257, -0.745, 0.317], [0.091, 0.264, -0.137], [-0.402, 0.128, 0.358], [-0.344, -0.387, -0.519], [-0.082, 0.083, 0.175], [0.050, 0.031, -0.028], [-0.046, -0.086, -0.080], [0.126, -0.040, -0.158], [0.323, 0.168, -0.195], [0.027, 0.049, 0.102], [0.095, 0.058, 0.139], [0.095, 0.005, 0.012], [-0.768, -0.426, -0.556], [0.500, 0.227, -0.476], [-0.558, 0.161, 0.685], [0.172, 0.109, -0.116], [-0.216, -0.191, -0.087], [-0.096, -0.049, 0.092], [-0.173, -0.212, -0.226], [-0.038, 0.174, 0.876], [0.035, -0.022, 0.133], [-0.045, 0.033, 0.143], [0.477, 0.131, -0.348], [-0.377, -0.261, -0.432], [0.031, 0.108, 0.085], [0.064, 0.016, 0.056], [-0.039, 0.049, -0.032], [0.050, 0.014, -0.043]],
  "mulliken_charge": [2.04, -0.05, -0.38, -0.63, -0.55, 0.42, 0.57, -0.51, 0.56, -0.38, 0.76, -1.24, -1.14, 0.48, -0.88, 0.58, -0.54, 0.73, 0.03, 0.23, -0.32, -0.74, -0.36, -0.18, -0.79, 0.45, 0.42, 0.39, 0.30, 0.50, 0.50, 0.57, 0.56, 0.47, 0.42, 0.47, 0.46, -0.54, 0.78, -0.43, -0.29, -0.40, 0.11, -0.54, -0.63, -0.23, 0.36, 0.33, -0.67, -0.89, -0.33, 0.57, -0.08, 0.08, -1.16, -0.90, 0.79, -0.89, 0.47, 0.49, 0.52, 1.19, 0.52, 0.51, 0.50, -0.62, 0.98, -0.69, 0.26, -0.37, -0.99, -0.58, -0.42, -0.16, 1.07, -0.60, -0.59, 0.55, 0.48, 0.55, 0.64],
  "energy_ha": -3962.75595,
  "lumo_energy_ev": -7.90,
  "charge": 2,
  "homo_lumo_gap_ev": 4.75
}



Record 4
{
  "formula": "C8H14NO",
  "method": "ωB97M-V/def2-TZVPD",
  "species": ["C", "C", "C", "C", "C", "C", "C", "C", "N", "O", "H", "H", "H", "H", "H", "H", "H", "H", "H", "H", "H", "H", "H", "H"],
  "coordinates": [[-1.354489, 2.223768, -1.420824], [-1.490716, 1.073881, -2.127189], [-1.099427, 1.629424, -0.075632], [-0.841333, 2.474069, 1.128637], [2.163093, -0.679479, -0.173856], [0.254324, -2.415990, -0.589983], [0.734499, -1.586193, 1.744452], [1.036082, -1.595472, 0.364953], [-0.951851, 0.338131, -0.094792], [-1.194628, -0.018951, -1.428642], [-1.709575, 3.244256, -1.470361], [-1.615501, 0.885459, -3.114875], [-1.640913, 3.264918, 1.230411], [-1.048342, 1.825530, 1.990616], [0.071932, 2.906380, 1.189367], [1.589390, -0.144829, -1.028931], [2.646409, -0.044815, 0.486863], [2.820916, -1.306140, -0.818704], [0.486705, -2.422934, -1.592767], [0.244584, -3.339988, -0.104559], [-0.807189, -1.881060, -0.327635], [0.074018, -0.590142, 1.839941], [0.083462, -2.396586, 2.002786], [1.548549, -1.443237, 2.390722]],
  "atomic_forces_ev_per_a": [[-0.871, -2.212, 2.754], [1.006, 1.478, 1.588], [0.888, 1.860, -1.365], [-4.708, -1.482, 0.867], [-3.479, -2.351, -3.052], [-1.971, 3.097, 3.890], [-2.569, 1.578, 0.241], [2.386, 1.583, -2.746], [-0.400, 0.842, -0.430], [-0.061, -0.186, 0.310], [0.376, -0.173, -0.791], [-0.712, -0.439, -2.812], [0.924, -0.655, -0.375], [0.466, 0.260, 0.122], [2.888, 1.205, -0.038], [0.892, -0.245, 1.405], [0.802, 1.034, 1.270], [-0.067, 0.235, 0.731], [0.593, 0.218, -2.011], [-0.495, -1.987, 0.354], [2.017, -1.558, -0.925], [1.230, -1.835, -0.298], [-0.339, -0.411, 0.501], [1.202, 0.144, 0.811]],
  "mulliken_charge": [-0.55, -0.38, 0.63, -1.27, -1.11, -1.20, -1.13, 1.22, -0.27, -0.21, 0.38, 0.55, 0.38, 0.33, 0.32, 0.25, 0.40, 0.40, 0.37, 0.46, 0.38, 0.23, 0.37, 0.44],
  "energy_ha": -442.83585,
  "lumo_energy_ev": -5.16,
  "e_above_lowest_ev": 4.109,
  "charge": 1,
  "homo_lumo_gap_ev": 8.42
}